This record from OMol25 describes C11H26ClI2N2P2PtSe as an isolated structure in a non-equilibrium geometry. The level of theory is wB97M-V/def2-TZVPD.

XYZ file:
```
46
Properties=species:S:1:pos:R:3:forces:R:3:lowdin_spin:R:1
I 0.291167 -1.130481 -3.523517 0.0 0.6 0.6 0.822
I 0.179846 2.316154 -4.356131 0.1 0.3 -0.1 0.991
Pt 0.237878 0.525883 -1.269489 0.3 -0.2 1.5 0.555
P -2.025718 1.050807 -1.059793 0.2 1.7 -1.0 0.147
C -2.623264 0.835049 -2.744642 -0.1 -0.1 -0.4 0.050
C -2.922619 0.047439 0.028098 -0.6 -1.1 0.5 0.022
H -3.957056 0.378843 -0.037281 -0.2 0.1 0.3 0.005
H -3.472739 2.890236 -0.583955 0.9 0.0 0.1 0.004
H -2.556179 0.034404 1.047815 0.0 0.4 0.2 0.000
H -1.893472 3.031097 0.393764 -0.7 -0.2 -0.9 0.001
H -2.245753 -0.152662 -3.132606 -0.9 1.0 0.3 0.017
H -2.891421 -0.967309 -0.337559 -0.1 -0.4 -0.2 0.001
C -2.356839 2.780406 -0.594337 0.2 0.2 -0.2 0.012
H -3.733310 0.904302 -2.716056 0.6 -0.1 -0.4 0.006
H -1.934543 3.433909 -1.392514 -0.3 -0.3 0.6 0.000
H -2.160574 1.665562 -3.348725 -0.8 -0.9 0.5 0.005
P 2.564514 1.046412 -1.063148 -1.1 0.1 0.9 0.184
C 3.106474 0.964372 -2.731438 0.4 -0.4 -0.5 0.054
C 2.843383 2.709513 -0.464125 0.0 0.4 -0.2 0.019
H 3.368222 0.014638 1.044725 0.0 0.3 -0.8 0.000
H 4.551854 0.188854 -0.316268 -0.4 -0.4 0.4 0.005
H 3.310951 -1.148265 -0.320787 0.3 0.7 0.0 0.007
C 3.505067 -0.089333 -0.051111 0.7 -0.5 0.2 0.031
H 2.296394 2.974140 0.459523 0.5 -0.3 -0.5 0.002
H 3.938595 2.767749 -0.321315 -0.4 0.3 0.0 0.006
H 4.199288 0.983487 -2.641014 0.0 0.2 -0.7 0.008
H 2.647860 1.802402 -3.279873 0.7 -0.3 0.1 0.001
H 2.521749 3.390360 -1.271419 0.3 -0.1 0.4 0.000
H 2.747637 0.021035 -3.181973 0.6 0.5 0.2 0.023
Cl 0.124559 1.504266 0.984895 0.1 -0.4 -1.3 0.042
C -2.224781 -3.394842 0.999798 -0.4 0.2 -0.1 0.016
N -1.375754 -2.670116 1.910072 1.1 0.1 1.0 0.036
C -1.536319 -2.670650 3.299167 0.4 1.5 -1.2 0.031
C -0.529974 -1.876339 3.763310 0.9 -0.9 -0.6 0.036
N 0.315738 -1.548176 2.705863 -1.3 -0.6 -0.2 0.022
C 1.620212 -0.916548 2.883633 -0.2 -0.1 0.1 0.006
C -0.185315 -2.083592 1.551148 -1.4 1.1 1.7 0.048
Se 0.377540 -1.774015 -0.270955 -0.1 -0.8 0.7 0.762
H -3.221983 -2.901188 0.906596 0.8 -0.5 0.0 0.001
H -2.302070 -4.371425 1.465971 -0.4 -0.4 -0.7 0.001
H -1.646793 -3.391234 0.070526 -0.8 -0.6 -0.1 0.014
H -2.363192 -3.088179 3.871798 0.2 -0.1 -0.6 0.002
H -0.254578 -1.733163 4.790228 0.1 0.4 0.1 0.002
H 1.795478 -1.007610 3.960847 0.7 -0.1 -0.4 0.000
H 2.283848 -1.505826 2.219998 0.2 0.6 0.9 0.004
H 1.585979 0.159643 2.652240 0.0 -0.6 -0.2 0.001
```
Positions in Å, forces in eV/Å.

## Properties
Net charge ... +3
E_tot ... -4802.2244 a.u.
Energy relative to the best compared isomer or geometry (same formula, charge and spin) ... 0.6 kcal per mole
HOMO-LUMO gap (alpha / beta) ... 6.588 / 4.778 eV
HOMO (alpha / beta) ... -17.799 / -18.275 eV
Spin multiplicity ... 5